{"formula": "C23H54CuN3O6", "method": "ωB97M-V/def2-TZVPD", "energy_ev": -86116.260, "gap_ev": 6.480, "de_lowest_kj_mol": 116.8, "spin_multiplicity": 1, "symbols": ["Cu", "O", "O", "O", "O", "O", "O", "N", "N", "N", "C", "C", "C", "C", "C", "C", "C", "C", "C", "C", "C", "C", "C", "C", "C", "C", "C", "C", "C", "C", "C", "C", "C", "H", "H", "H", "H", "H", "H", "H", "H", "H", "H", "H", "H", "H", "H", "H", "H", "H", "H", "H", "H", "H", "H", "H", "H", "H", "H", "H", "H", "H", "H", "H", "H", "H", "H", "H", "H", "H", "H", "H", "H", "H", "H", "H", "H", "H", "H", "H", "H", "H", "H", "H", "H", "H", "H"], "coordinates": [[-25.3275, 7.3807, -6.2020], [-21.8079, 4.4992, -8.4380], [-25.4979, 5.8174, -4.3564], [-26.6750, 7.8637, -8.2684], [-21.9418, 9.1906, -3.2471], [-22.7197, 10.9404, -6.4647], [-27.5620, 8.0437, -5.4520], [-23.5427, 5.9492, -6.5834], [-24.0950, 8.9756, -4.9709], [-28.0902, 7.7055, -8.4372], [-23.5952, 6.0307, -8.0535], [-28.3248, 9.1634, -5.0074], [-26.7321, 5.1385, -4.1787], [-21.9379, 11.2345, -7.6142], [-30.5189, 7.0906, -9.7986], [-21.4103, 3.2505, -9.0271], [-28.4397, 6.2940, -8.5315], [-28.1837, 5.5632, -7.1800], [-24.0501, 4.7234, -5.9660], [-28.6159, 8.7379, -9.3169], [-29.7809, 9.1038, -5.5360], [-28.3806, 10.1141, -8.7061], [-24.3406, 5.0216, -4.4409], [-24.8294, 10.1417, -5.5082], [-23.1419, 4.7896, -8.8154], [-29.9542, 6.0901, -8.7782], [-24.0718, 10.6041, -6.7468], [-23.2299, 9.4985, -2.7712], [-30.1346, 8.5337, -9.4026], [-20.8925, 9.8710, -2.6234], [-24.2833, 8.7131, -3.5374], [-28.0379, 8.6706, -10.7592], [-27.7136, 5.4565, -9.5835], [-27.1318, 5.6244, -6.8981], [-31.5873, 6.9050, -9.9252], [-27.8950, 10.0939, -5.3910], [-23.1386, 9.3080, -5.0728], [-20.3342, 3.1389, -8.9478], [-24.0092, 9.7432, -7.4270], [-23.6033, 5.5705, -3.8485], [-30.6124, 8.7645, -8.4483], [-28.8351, 8.6884, -11.5122], [-23.0945, 5.0047, -9.8866], [-20.6974, 9.6542, -1.5659], [-23.3787, 9.1891, -1.7291], [-22.5750, 5.9265, -6.2756], [-30.0206, 10.1415, -5.7757], [-25.3193, 8.9646, -3.3077], [-23.0409, 6.9040, -8.3982], [-27.8024, 7.8448, -6.3816], [-27.5616, 5.8221, -4.3422], [-28.0166, 4.4047, -9.5348], [-23.3578, 3.8790, -6.0307], [-24.1470, 7.6421, -3.3846], [-21.0555, 10.9442, -2.7589], [-27.8810, 5.6804, -10.6398], [-27.3428, 9.4814, -10.9634], [-26.7723, 4.3662, -4.9514], [-25.8522, 9.9296, -5.8262], [-28.7946, 5.9394, -6.3583], [-25.0160, 4.4325, -6.3837], [-21.7944, 3.1842, -10.0473], [-27.6495, 7.6845, -11.0103], [-27.3626, 10.4802, -8.8415], [-24.9826, 10.9935, -4.8310], [-22.4273, 11.9331, -8.3012], [-30.0949, 6.7978, -10.7638], [-21.0264, 11.6212, -7.1717], [-29.0029, 10.8266, -9.2573], [-24.4617, 4.1177, -3.8319], [-23.8627, 4.0052, -8.5587], [-23.3665, 10.5755, -2.9187], [-26.6287, 5.3987, -9.4630], [-30.2213, 5.1454, -9.2612], [-24.6448, 6.2498, -8.2857], [-24.5524, 11.4031, -7.3175], [-21.8485, 10.3391, -8.2389], [-30.4872, 8.8154, -4.7574], [-28.2452, 9.2234, -3.9224], [-30.5321, 6.0771, -7.8501], [-19.9448, 9.5493, -3.0572], [-21.9221, 2.4505, -8.4834], [-28.6414, 10.1678, -7.6501], [-30.4915, 9.2087, -10.1825], [-29.8572, 8.4749, -6.4199], [-26.8287, 4.7491, -3.1624], [-28.5054, 4.5311, -7.3319]], "atomic_forces_ev_per_a": [[-0.0885, 0.4333, -0.2592], [0.1782, -0.8347, -0.1098], [-0.5546, 1.0665, 0.1856], [0.2318, -0.3901, 0.3576], [-0.0629, -1.2513, -0.0187], [-0.4102, 0.4988, 0.5255], [0.0545, -0.0906, 0.4325], [0.2241, -0.4069, 0.1561], [-0.7601, 0.6767, -0.6597], [0.7911, 0.0736, 1.9340], [-0.4939, -0.0610, -0.2663], [-0.2671, -0.2281, -0.9353], [0.2151, -0.2388, -0.3511], [-0.9426, -0.4675, 0.3204], [0.6608, 0.1056, 0.5195], [-0.9059, 0.3879, 0.6702], [-0.8454, -1.0493, 0.0170], [-0.0844, 0.2363, -0.5310], [-0.2313, 0.1362, 1.7118], [-0.2602, -0.9289, -0.4503], [0.4880, 0.7828, 1.0707], [0.1996, 0.4702, -0.4691], [-0.2859, -0.5034, -0.2969], [-0.0285, 0.8440, -0.4666], [0.2872, 1.0520, 0.5361], [-0.8325, 0.5297, -0.8341], [0.4272, -0.7642, -0.8743], [-0.6690, -0.0120, 0.6220], [-0.5170, -0.7769, -0.6862], [0.5319, 0.3612, 0.0927], [0.6235, 0.1788, -1.1741], [-0.6200, -0.3756, -0.3950], [0.8580, -0.9271, -0.8334], [0.0338, -0.1471, -0.0370], [-0.1272, 0.4067, 0.2171], [0.2292, -0.0201, -0.0549], [0.2961, -0.7732, -0.1701], [0.0078, 0.0740, -0.1312], [-0.3935, -0.1090, -0.1279], [0.5907, 0.1354, -0.8254], [-0.0103, 0.1582, -0.0189], [-0.1901, 0.7082, 0.1459], [-0.6856, -0.1353, -0.0951], [-0.8573, -0.0725, 0.2088], [0.4258, 0.4822, 0.2530], [0.0996, 0.7535, -0.2151], [-0.3712, -0.1400, -0.3309], [0.1525, 0.0814, 0.5008], [0.1616, 0.0131, 0.2915], [0.0675, 0.4403, -0.2469], [0.2828, 0.2613, -0.1239], [-0.2640, 0.0632, 0.3537], [0.0305, -0.0517, -0.2168], [-0.0369, 0.0750, 0.2229], [0.3431, 0.1126, 0.1302], [-0.1841, 0.5360, 0.1491], [0.2325, -0.2532, -0.0759], [-0.3874, -0.3429, 0.3370], [0.1359, -0.5549, -0.1025], [0.0211, 0.2939, -0.1188], [0.0423, -0.0057, -0.1827], [0.4473, 0.1076, -0.2472], [0.7850, 0.2350, 0.5171], [0.1419, -0.3386, 0.1570], [0.5586, -0.0831, 0.4176], [0.0171, 0.5094, 0.3934], [0.1673, 0.3647, -0.1110], [0.3294, -0.0611, -0.6557], [-0.1401, 0.0267, 0.1063], [-0.2153, -0.3304, -0.4477], [0.3120, -0.4535, -0.3225], [-0.2985, 0.0956, 0.3435], [0.0083, 0.5014, 0.1934], [0.7191, -0.4486, 0.4091], [-0.0061, -0.1131, -0.3839], [-0.2289, 0.1699, 0.3230], [0.6054, -0.1996, 0.2357], [0.0091, -0.3751, -0.1126], [-0.1505, -0.2312, 0.0546], [0.1035, 0.4492, 0.1218], [-0.2261, 0.1931, -0.6065], [0.2233, -0.2168, 0.0861], [-0.0323, -0.1503, -0.0611], [-0.2168, 0.2336, 0.2448], [0.0136, 0.0314, 0.0254], [0.2072, -0.2924, -0.0589], [0.3105, -0.1406, 0.1023]], "mulliken_charge": [2.018, -0.368, -0.122, -0.958, -0.274, -0.352, -0.100, -0.345, 0.003, 1.288, 0.172, -0.411, -0.670, -0.752, -0.862, -0.804, 2.118, -2.390, -0.536, 1.334, -1.137, -1.652, -0.966, 0.309, -0.974, -1.491, -0.817, -0.781, -1.329, -0.840, -0.432, -1.761, -1.854, 0.160, 0.464, 0.196, 0.282, 0.245, 0.055, 0.287, 0.287, 0.338, 0.710, 0.316, 0.494, 0.408, 0.408, 0.254, 0.375, -0.302, -0.010, 0.537, 0.402, -0.072, 0.322, 0.448, 0.394, 0.407, -0.553, 0.315, 0.322, 0.340, 0.306, 0.372, 0.471, 0.308, 0.320, 0.233, 0.448, 0.511, 0.342, 0.339, -0.049, 0.398, -0.423, 0.579, 0.285, 0.377, 0.526, 0.470, 0.240, 0.297, 0.015, 0.523, -0.007, 0.307, 0.724]}